Here is 6 unconnected molecules or ions with the total composition C22H32N2O17P from the Open Molecules 2025 dataset. Energies are from ωB97M-V/def2-TZVPD.

Each line ends with the Mulliken charge.
Cartesian coordinates (Å):
O (0.399701, -0.272298, -0.266798)  -0.446
C (0.141471, 0.999252, -0.511798)  0.635
O (0.598421, 1.595702, -1.432128)  -0.689
O (-0.536679, 1.633522, 0.273412)  -0.778
H (1.055531, -0.279168, -0.967828)  0.286
C (-4.156389, -2.623368, 6.069122)  -0.575
C (-4.071499, -3.576198, 5.096312)  0.301
C (-3.557009, -3.295298, 3.738162)  0.762
O (-3.588939, -4.075558, 2.788622)  -0.603
C (-3.279519, -1.841318, 3.494452)  -0.862
C (-3.383409, -0.944198, 4.462132)  0.723
C (-3.694979, -1.232298, 5.950592)  0.299
O (-3.594839, -0.488458, 6.947232)  -0.566
O (-3.240869, 0.402142, 4.358362)  -0.436
O (-4.413619, -4.858708, 5.321562)  -0.533
H (-4.578619, -2.941778, 7.010782)  0.389
H (-2.813559, -1.503988, 2.580392)  0.436
H (-2.971229, 0.563142, 3.451192)  0.323
H (-4.565809, -5.263878, 4.464652)  0.336
C (1.938111, -5.164428, -6.890848)  -0.832
C (0.621281, -5.085338, -6.816368)  0.646
C (-0.168229, -4.278358, -5.792698)  0.594
O (-1.442159, -4.121678, -5.737208)  -0.624
C (0.693501, -3.591538, -4.919008)  -0.504
C (2.019831, -3.722148, -4.915438)  0.308
C (2.804901, -4.516998, -5.964468)  0.464
O (4.018071, -4.575288, -6.009258)  -0.582
O (2.817631, -3.206498, -3.930568)  -0.474
O (-0.113139, -5.833568, -7.623218)  -0.519
H (2.449451, -5.695128, -7.680338)  0.406
H (0.171391, -3.205038, -4.056218)  0.450
H (3.442881, -3.881318, -3.656168)  0.328
H (-1.024279, -5.957638, -7.347458)  0.337
C (3.967271, 4.002312, 3.910092)  0.185
O (3.307871, 4.143162, 2.833022)  -0.588
N (3.970081, 2.908462, 4.688742)  0.086
C (4.420571, 3.068732, 6.135922)  -0.927
C (3.296491, 1.619132, 4.448172)  -0.959
H (4.737701, 4.676292, 4.315532)  0.248
H (3.614891, 2.620072, 6.717022)  0.283
H (4.675841, 4.109072, 6.337492)  0.365
H (5.326391, 2.478292, 6.273672)  0.279
H (2.892381, 1.494632, 3.443542)  0.392
H (3.902771, 0.754762, 4.719072)  0.301
H (2.490981, 1.476112, 5.168452)  0.335
C (7.104671, -0.157648, 0.987862)  0.185
O (7.476621, 0.698112, 0.134812)  -0.606
N (7.894471, -0.498028, 2.056572)  0.109
C (7.564241, -1.541288, 3.056402)  -0.971
C (9.281121, -0.189448, 2.166332)  -0.976
H (6.080551, -0.561808, 0.993082)  0.310
H (8.050421, -2.502888, 2.891892)  0.352
H (6.529041, -1.848068, 2.906952)  0.314
H (7.596561, -1.210878, 4.094612)  0.312
H (9.500641, -0.035158, 3.222792)  0.337
H (9.917511, -0.860828, 1.589832)  0.308
H (9.503051, 0.780292, 1.720872)  0.325
C (-7.967789, 5.284102, -3.408518)  -0.595
O (-6.557899, 5.313132, -3.206068)  -0.322
P (-5.645719, 4.039262, -3.469058)  1.061
O (-4.198289, 4.378012, -3.279308)  -0.671
O (-6.424459, 3.054162, -2.515688)  -0.245
C (-5.979269, 1.729252, -2.535268)  -0.741
O (-6.007899, 3.494762, -4.956048)  -0.343
C (-6.332169, 4.419032, -6.054788)  -0.693
H (-8.516559, 5.033152, -2.500788)  0.243
H (-8.250889, 4.587332, -4.197488)  0.309
H (-8.226029, 6.315622, -3.648018)  0.239
H (-5.251529, 1.514332, -1.752778)  0.289
H (-5.789229, 1.305912, -3.521558)  0.334
H (-6.904429, 1.198892, -2.309638)  0.264
H (-5.663569, 4.110422, -6.858418)  0.256
H (-6.016879, 5.391032, -5.675448)  0.377
H (-7.346959, 4.245902, -6.413028)  0.239

Cartesian forces (eV/Å) of the 2 atoms listed first:
1.1 -2.4 -0.3
-2.7 3.5 3.0

Properties
* net charge: -1
* LUMO energy: -0.16 eV